#1
Here is a molecular structure, C41H54N5O2Zr from the OMol25 dataset. Energies are from ωB97M-V/def2-TZVPD.

Frontier orbital gap (eV): 6.634
Total charge: +3
E_LUMO (eV): -8.67
HOMO (eV): -15.304

Last column: Mulliken charge in e.
Element x y z (Å)
Zr 0.489 0.295 0.882  0.08
C 2.477 7.119 0.207  -1.55
C 1.545 6.513 -0.856  1.80
C 2.204 6.621 -2.245  -1.55
C 0.225 7.287 -0.860  -1.98
C 1.338 5.040 -0.558  0.18
C 2.420 4.168 -0.427  -0.91
C 2.214 2.838 -0.162  -0.78
N 0.982 2.289 -0.038  0.72
C -0.080 3.117 -0.209  0.11
C 0.071 4.463 -0.446  -0.51
C -1.412 2.465 -0.217  0.21
C -2.597 3.172 -0.262  -0.52
C -3.816 2.512 -0.414  0.35
C -3.757 1.114 -0.520  -1.26
C -2.551 0.470 -0.421  -1.08
N -1.384 1.119 -0.244  1.11
C -5.147 3.238 -0.488  1.78
C -4.979 4.755 -0.390  -2.00
C -6.027 2.752 0.678  -1.57
C -5.823 2.889 -1.827  -1.52
H 2.676 8.161 -0.047  0.46
H 3.440 6.607 0.264  0.36
H 2.011 7.100 1.197  0.35
H 2.343 7.674 -2.494  0.47
H 1.576 6.171 -3.019  0.37
H 3.185 6.140 -2.270  0.35
H 0.435 8.347 -0.997  0.41
H -0.315 7.183 0.086  0.46
H -0.429 6.981 -1.682  0.44
H 3.439 4.518 -0.536  0.63
H 3.050 2.172 -0.039  0.39
H -0.804 5.078 -0.595  0.54
H -2.581 4.250 -0.201  0.67
H -4.652 0.529 -0.687  0.57
H -2.493 -0.608 -0.501  0.43
H -4.514 5.059 0.553  0.43
H -5.962 5.224 -0.428  0.43
H -4.397 5.157 -1.225  0.43
H -5.578 3.002 1.643  0.36
H -6.201 1.673 0.640  0.34
H -6.999 3.244 0.622  0.46
H -5.195 3.170 -2.675  0.37
H -6.762 3.439 -1.906  0.47
H -6.060 1.825 -1.907  0.35
O -1.132 -1.160 1.771  -0.54
C -1.429 -2.583 1.535  -0.63
C -0.232 -3.415 1.907  -1.07
C 1.062 -2.919 1.252  0.02
C 0.898 -2.643 -0.214  0.32
C 1.124 -3.624 -1.157  -0.76
C 0.896 -3.357 -2.498  -0.67
C 0.440 -2.099 -2.871  -1.06
C 0.238 -1.161 -1.889  -0.53
N 0.459 -1.414 -0.580  1.47
H -1.966 -0.711 1.949  0.17
H -1.695 -2.704 0.487  0.34
H -2.288 -2.847 2.146  0.58
H -0.445 -4.442 1.606  0.45
H -0.099 -3.419 2.990  0.51
H 1.853 -3.651 1.401  0.84
H 1.419 -2.024 1.766  -0.88
H 1.483 -4.596 -0.838  0.61
H 1.073 -4.119 -3.248  0.49
H 0.249 -1.850 -3.906  0.53
H -0.109 -0.169 -2.140  0.38
C 5.075 -0.153 4.410  -0.97
C 3.669 -0.097 4.524  -0.87
C 2.888 -0.067 3.404  -0.16
C 3.452 -0.101 2.099  0.75
C 2.647 -0.069 0.907  2.12
C 3.292 -0.240 -0.310  -1.53
C 4.682 -0.419 -0.412  -1.09
C 5.452 -0.377 0.720  -0.89
C 4.861 -0.218 1.999  0.84
C 5.653 -0.221 3.177  -0.97
H 5.687 -0.167 5.303  0.44
H 3.216 -0.100 5.509  0.49
H 1.809 -0.070 3.515  0.21
H 2.732 -0.235 -1.238  0.42
H 5.137 -0.576 -1.383  0.50
H 6.529 -0.495 0.656  0.46
H 6.731 -0.303 3.078  0.47
C -0.399 1.186 6.187  -1.23
N -0.800 1.274 4.774  0.05
C -2.016 0.538 4.429  -1.10
C -0.011 1.770 3.824  0.20
O -0.075 1.272 2.615  0.14
N 0.832 2.760 4.073  0.36
C 1.973 3.025 3.198  -1.27
C 0.580 3.799 5.082  -1.20
H -0.543 0.156 6.513  0.45
H -1.006 1.836 6.815  0.36
H 0.650 1.435 6.308  0.39
H -2.696 0.601 5.275  0.50
H -1.806 -0.511 4.230  0.34
H -2.506 0.999 3.575  0.26
H 2.348 2.105 2.766  0.17
H 2.772 3.454 3.800  0.52
H 1.705 3.735 2.412  0.44
H -0.440 3.751 5.446  0.41
H 0.725 4.767 4.604  0.41
H 1.275 3.719 5.917  0.37

***

#2
Here is a molecular structure, C41H54N5O2Zr from the OMol25 dataset. Energies are from ωB97M-V/def2-TZVPD.

Frontier orbital gap (eV): 6.731
Total charge: +3
E_LUMO (eV): -8.59
HOMO (eV): -15.325

Last column: Mulliken charge in e.
Element x y z (Å)
Zr 0.007 0.447 0.064  0.61
C -3.051 4.097 5.555  -1.53
C -2.298 4.780 4.397  1.83
C -1.039 5.484 4.938  -1.54
C -3.213 5.821 3.752  -2.04
C -1.859 3.712 3.418  0.36
C -1.012 2.674 3.824  -0.97
C -0.599 1.729 2.921  -1.42
N -0.992 1.734 1.630  0.88
C -1.860 2.691 1.230  -0.21
C -2.284 3.684 2.085  -0.45
C -2.389 2.501 -0.143  0.34
C -3.116 3.463 -0.817  -0.70
C -3.707 3.168 -2.045  0.66
C -3.516 1.865 -2.526  -1.33
C -2.727 0.983 -1.830  -0.71
N -2.145 1.282 -0.653  0.17
C -4.509 4.178 -2.840  1.92
C -3.733 4.451 -4.145  -1.50
C -4.696 5.494 -2.084  -2.03
C -5.891 3.590 -3.170  -1.56
H -3.369 4.856 6.269  0.47
H -2.423 3.383 6.090  0.34
H -3.941 3.577 5.196  0.38
H -1.337 6.247 5.656  0.46
H -0.488 5.976 4.133  0.37
H -0.370 4.791 5.450  0.35
H -3.481 6.566 4.500  0.42
H -4.144 5.379 3.390  0.46
H -2.718 6.349 2.933  0.45
H -0.675 2.602 4.849  0.64
H 0.059 0.922 3.219  0.67
H -2.985 4.425 1.731  0.62
H -3.245 4.440 -0.375  0.59
H -3.971 1.543 -3.452  0.51
H -2.548 -0.013 -2.215  0.44
H -2.751 4.881 -3.936  0.35
H -4.290 5.165 -4.753  0.45
H -3.603 3.542 -4.735  0.35
H -3.746 5.995 -1.886  0.42
H -5.230 5.344 -1.142  0.47
H -5.293 6.172 -2.692  0.43
H -5.829 2.698 -3.794  0.34
H -6.470 4.331 -3.721  0.47
H -6.442 3.342 -2.261  0.39
O -1.238 -1.368 -0.231  -0.31
C -0.732 -2.730 -0.432  -0.71
C 0.338 -2.664 -1.496  -0.34
C -0.167 -2.124 -2.834  -1.33
C -0.009 -0.659 -3.188  0.47
C -0.087 -0.365 -4.550  -0.90
C -0.025 0.935 -5.005  -0.94
C 0.136 1.954 -4.072  -1.09
C 0.234 1.609 -2.752  -0.45
N 0.162 0.332 -2.287  1.83
H -2.184 -1.357 -0.037  0.18
H -1.567 -3.352 -0.752  0.61
H -0.347 -3.090 0.518  0.27
H 0.697 -3.683 -1.647  0.59
H 1.195 -2.098 -1.124  -0.11
H -1.229 -2.370 -2.950  0.31
H 0.329 -2.671 -3.635  0.66
H -0.203 -1.180 -5.253  0.58
H -0.094 1.154 -6.063  0.51
H 0.196 2.994 -4.364  0.66
H 0.384 2.382 -2.010  0.31
C -0.038 -3.112 4.777  -0.90
C -0.977 -2.350 4.054  -0.83
C -0.596 -1.649 2.942  -0.08
C 0.746 -1.673 2.481  0.19
C 1.166 -0.931 1.327  2.36
C 2.500 -1.034 0.952  -1.19
C 3.425 -1.832 1.647  -1.39
C 3.023 -2.513 2.763  -1.13
C 1.684 -2.447 3.213  0.56
C 1.262 -3.157 4.364  -0.68
H -0.356 -3.660 5.654  0.44
H -2.008 -2.323 4.385  0.51
H -1.335 -1.061 2.409  0.27
H 2.876 -0.511 0.074  0.31
H 4.449 -1.899 1.301  0.55
H 3.731 -3.117 3.319  0.45
H 1.992 -3.743 4.910  0.48
C 4.638 2.211 1.746  -1.21
N 3.269 2.432 1.270  0.24
C 2.342 2.922 2.284  -1.21
C 2.842 2.061 0.070  0.19
O 1.585 1.731 -0.098  0.03
N 3.668 2.046 -0.974  0.27
C 4.833 2.931 -1.089  -1.20
C 3.397 1.253 -2.170  -0.87
H 4.574 1.768 2.739  0.42
H 5.200 3.141 1.819  0.35
H 5.158 1.513 1.097  0.41
H 2.811 3.753 2.810  0.52
H 2.115 2.139 3.009  0.36
H 1.429 3.281 1.819  0.27
H 4.777 3.735 -0.364  0.40
H 4.818 3.369 -2.086  0.39
H 5.768 2.386 -0.970  0.38
H 2.665 0.480 -1.965  -0.02
H 4.324 0.777 -2.488  0.54
H 3.038 1.884 -2.984  0.39

***

Energies relative to the most stable structure are #1 0.079; #2 0.000, reported in eV.

***

#1
Here is 2 unconnected molecules or ions with the total composition C2HBrFO2 from the OMol25 dataset. Energies are from ωB97M-V/def2-TZVPD.

Frontier orbital gap (eV): 7.377
Total charge: -1
E_LUMO (eV): 3.59
HOMO (eV): -3.790

Last column: natural (NBO) charge in e.
Element x y z (Å)
C -0.450 1.193 0.398  0.92
C 0.144 -0.666 -0.249  -0.13
O -0.590 1.893 -0.608  -0.70
O -0.509 1.148 1.577  -0.66
F 0.359 -0.916 -1.625  -0.42
Br 1.799 -1.193 0.637  -0.13
H -0.753 -1.460 -0.132  0.14

***

#2
Here is 2 unconnected molecules or ions with the total composition C2HBrFO2 from the OMol25 dataset. Energies are from ωB97M-V/def2-TZVPD.

Frontier orbital gap (eV): 6.537
Total charge: -1
E_LUMO (eV): 3.75
HOMO (eV): -2.789

Last column: natural (NBO) charge in e.
Element x y z (Å)
C -0.924 -0.988 1.249  1.03
C 0.688 1.202 -0.681  -0.23
O 0.189 -1.351 1.120  -0.53
O -1.971 -0.627 1.628  -0.56
F 1.790 0.280 -0.330  -0.48
Br -0.825 -0.095 -1.276  -0.31
H 1.053 1.579 -1.709  0.08

***

Energies relative to the most stable structure are #1 0.000; #2 0.838, reported in eV.

***

#1
Here is 3 unconnected molecules or ions with the total composition C5H16N2O2 from the OMol25 dataset. Energies are from ωB97M-V/def2-TZVPD.

Frontier orbital gap (eV): 7.528
E_LUMO (eV): 0.49
HOMO (eV): -7.038

Last column: natural (NBO) charge in e.
Element x y z (Å)
C -1.048 -1.113 1.160  0.89
C -0.156 -1.219 -1.240  -0.74
C -1.353 -0.630 -1.977  -0.62
N -1.211 0.192 1.256  -0.82
O 0.009 -1.725 1.723  -0.68
O -2.088 -1.915 0.943  -0.65
H 0.754 -1.109 1.779  0.52
H -1.778 -2.829 0.868  0.51
H -0.279 0.716 0.673  0.39
H -2.110 0.495 0.899  0.40
H 0.730 -1.224 -1.884  0.21
H -0.327 -2.265 -0.975  0.18
H -1.214 0.442 -2.136  0.21
H -1.515 -1.093 -2.954  0.20
H -2.275 -0.764 -1.406  0.19
C 0.984 1.209 -0.104  -0.41
C 2.137 0.893 0.856  -0.65
N 0.455 2.574 0.021  -0.85
H 0.119 2.745 0.965  0.34
H 1.172 3.272 -0.164  0.34
H 1.371 1.149 -1.125  0.19
H 0.319 -0.241 -0.515  0.28
H 2.564 -0.093 0.647  0.20
H 1.787 0.912 1.897  0.18
H 2.952 1.623 0.790  0.20

***

#2
Here is 2 unconnected molecules or ions with the total composition C5H16N2O2 from the OMol25 dataset. Energies are from ωB97M-V/def2-TZVPD.

Frontier orbital gap (eV): 9.732
SMILES: C[C@@H](CCN)NCO.O
E_LUMO (eV): 0.69
HOMO (eV): -9.043

Last column: natural (NBO) charge in e.
Element x y z (Å)
C 0.014 -1.034 1.425  -0.64
C -0.327 -0.644 -0.012  -0.05
C 0.465 -1.409 -1.123  -0.41
C 1.955 -0.984 -1.054  -0.23
N 1.998 0.478 -1.304  -0.88
N -1.790 -0.765 -0.394  -0.63
C -2.494 0.483 -0.186  0.07
O -2.373 0.869 1.218  -0.76
H -0.917 -1.256 1.927  0.23
H 0.745 -1.835 1.449  0.21
H 0.383 -0.169 1.975  0.20
H -0.183 0.431 -0.125  0.19
H 0.183 -2.477 -1.039  0.20
H 0.046 -1.163 -2.090  0.21
H 2.599 -1.517 -1.739  0.19
H 2.167 -1.219 -0.004  0.19
H 2.314 0.720 -2.234  0.36
H 2.625 0.951 -0.666  0.38
H -2.165 -1.532 0.161  0.35
H -1.921 1.183 -0.822  0.17
H -3.585 0.347 -0.299  0.18
H -2.250 1.830 1.197  0.46
H 1.394 2.487 0.381  0.47
H 1.618 1.590 1.507  0.47
O 2.070 2.317 1.048  -0.93

***

Energies relative to the most stable structure are #1 2.842; #2 0.000, reported in eV.

***

#1
Here is a gas-phase ion, C2H9N4 (charge +1) from the OMol25 dataset. Energies are from ωB97M-V/def2-TZVPD.

Frontier orbital gap (eV): 9.604
SMILES: NC/C=[NH+]\NN
Total charge: +1
E_LUMO (eV): -3.74
HOMO (eV): -13.341

Last column: natural (NBO) charge in e.
Element x y z (Å)
C 1.114 0.367 0.883  -0.15
C 0.848 -0.414 -0.783  0.08
N 1.205 1.706 0.848  -0.83
N -1.720 -0.245 0.430  -0.65
N -0.156 -1.115 -1.132  -0.27
N -1.334 -1.245 -0.523  -0.25
H 0.219 0.033 1.591  0.26
H 2.020 -0.178 1.057  0.22
H 1.661 -0.490 -1.394  0.20
H 0.403 2.303 0.944  0.40
H -1.523 0.662 -0.060  0.36
H -2.672 -0.476 0.648  0.40
H -0.175 -1.765 -2.040  0.44
H 2.155 2.254 0.798  0.42
H -2.045 -1.399 -1.267  0.37

***

#2
Here is 3 unconnected molecules or ions with the total composition C2H9N4 from the OMol25 dataset. Energies are from ωB97M-V/def2-TZVPD.

Frontier orbital gap (eV): 11.048
Total charge: +1
E_LUMO (eV): -3.14
HOMO (eV): -14.185

Last column: natural (NBO) charge in e.
Element x y z (Å)
C -1.873 1.738 2.168  0.23
C -0.506 -0.705 0.845  0.38
N -1.779 2.868 2.512  -0.68
N -0.327 0.471 0.402  -0.69
N -0.090 -1.707 0.135  -0.71
N 1.663 -0.892 -2.583  -1.09
H -0.951 -0.469 1.865  0.28
H -1.855 3.894 2.561  0.48
H 0.312 0.505 -0.403  0.40
H -0.293 1.387 0.812  0.45
H -0.387 -2.692 0.334  0.45
H 0.137 -1.367 -0.716  0.41
H 2.393 -0.605 -1.976  0.36
H 1.936 -0.579 -3.470  0.39
H 1.620 -1.846 -2.487  0.36

***

#3
Here is a gas-phase ion, C2H9N4 (charge +1) from the OMol25 dataset. Energies are from ωB97M-V/def2-TZVPD.

Frontier orbital gap (eV): 8.608
Total charge: +1
E_LUMO (eV): -3.20
HOMO (eV): -11.805

Last column: natural (NBO) charge in e.
Element x y z (Å)
C 0.185 -0.583 -0.793  -0.32
C -1.120 -0.081 -0.110  0.54
N 1.114 -1.102 0.078  -0.60
N -1.588 -0.862 0.775  -0.71
N -1.507 1.120 -0.492  -0.73
N 1.982 -0.058 0.617  -0.55
H -0.094 -1.384 -1.408  0.25
H 0.583 0.092 -1.448  0.17
H -2.506 -0.840 1.065  0.42
H -0.960 -1.676 1.062  0.46
H -0.812 1.532 -1.052  0.41
H -2.306 1.711 -0.176  0.44
H 2.985 -0.074 0.232  0.42
H 1.976 -0.164 1.644  0.43
H 1.598 0.866 0.318  0.38

***

Energies relative to the most stable structure are #1 2.467; #2 0.000; #3 0.608, reported in eV.